Record 1
{"formula": "C11H38N4O8", "method": "ωB97M-V/def2-TZVPD", "homo_lumo_gap_ev": 8.88, "lumo_ev": 0.11, "homo_ev": -8.77, "e_above_lowest_kcal_mol": 155.0, "multiplicity": 1, "smiles": "NC(N)=O.NC(N)=O.CCO.CCO.CCO.CO.CO.CO", "species": ["N", "C", "N", "O", "H", "H", "H", "H", "N", "C", "N", "O", "H", "H", "H", "H", "C", "C", "O", "H", "H", "H", "H", "H", "H", "C", "C", "O", "H", "H", "H", "H", "H", "H", "C", "C", "O", "H", "H", "H", "H", "H", "H", "C", "O", "H", "H", "H", "H", "C", "O", "H", "H", "H", "H", "C", "O", "H", "H", "H", "H"], "xyz": [[0.03954, 1.43181, -1.22269], [-0.36089, 0.21723, -1.21144], [-0.55475, -0.28801, -0.04043], [-0.75072, -0.46185, -2.31691], [0.05616, 1.80244, -2.12521], [0.75201, 1.82393, -0.55811], [-0.70773, -1.28787, 0.00312], [-0.24215, 0.04306, 0.84047], [-1.89667, 2.75120, 0.10826], [-2.99360, 2.26051, 0.61641], [-2.92965, 0.94904, 0.74300], [-4.08071, 2.97973, 1.13863], [-2.08089, 3.74196, -0.26391], [-1.14100, 2.21280, -0.39456], [-3.71324, 0.46331, 1.24937], [-2.12712, 0.35683, 0.52281], [2.96097, 4.70486, -1.31181], [1.64203, 4.32676, -0.68809], [1.74304, 3.09819, 0.05190], [3.72927, 4.81683, -0.53449], [2.90215, 5.73348, -1.77505], [3.21042, 3.98040, -2.04121], [0.72785, 4.28693, -1.33135], [1.49880, 5.08677, 0.04944], [2.18222, 3.41719, 0.81062], [0.35802, 1.00450, 2.71806], [0.47812, -0.43356, 3.28545], [1.86579, -0.69164, 3.31890], [0.75532, 1.69816, 3.44163], [-0.64906, 1.20883, 2.46742], [0.89961, 1.13257, 1.77830], [0.01749, -1.07673, 2.56889], [0.07222, -0.53907, 4.31413], [2.09645, -1.38754, 2.66885], [2.65422, -4.37571, -1.30512], [1.14203, -4.32960, -1.16726], [0.78804, -4.61260, 0.16484], [3.13150, -5.23094, -0.80048], [3.07306, -3.49754, -0.91680], [2.96335, -4.47572, -2.40248], [0.61923, -5.04453, -1.78206], [0.83281, -3.34323, -1.44784], [-0.13295, -4.82792, 0.10267], [-3.77020, -1.02585, -2.22144], [-4.13159, 0.24980, -1.58588], [-4.79617, -1.20097, -2.66319], [-3.55691, -1.86113, -1.53337], [-3.05333, -0.97916, -3.05133], [-3.42181, 0.44624, -0.91500], [-2.55975, -2.01862, 1.79882], [-1.45261, -2.72622, 1.25542], [-3.31342, -1.99569, 1.02081], [-2.20483, -1.09399, 2.21158], [-3.00698, -2.63771, 2.61677], [-1.66727, -3.67811, 1.32602], [2.89717, -0.37192, -1.21061], [3.04711, 0.07210, 0.13197], [2.18110, -1.20585, -1.21639], [3.81327, -0.70837, -1.52946], [2.48016, 0.30298, -1.88887], [3.68549, 0.80721, 0.12826]], "lowdin_charge": [0.154, -0.645, 0.189, -0.066, 0.123, 0.100, 0.108, 0.056, 0.153, -0.607, 0.101, -0.146, 0.158, 0.050, 0.151, 0.043, -0.077, -0.289, -0.107, 0.084, 0.103, 0.058, 0.129, 0.103, 0.078, -0.074, -0.284, -0.082, 0.083, 0.045, 0.047, 0.065, 0.130, 0.100, -0.077, -0.321, -0.069, 0.080, 0.029, 0.104, 0.110, 0.088, 0.054, -0.153, -0.162, 0.086, 0.060, 0.056, 0.014, -0.137, -0.157, 0.079, 0.055, 0.106, 0.096, -0.137, -0.116, 0.077, 0.058, 0.054, 0.086]}



Record 2
{"formula": "C19H29FN6O2", "method": "ωB97M-V/def2-TZVPD", "homo_lumo_gap_ev": 8.63, "lumo_ev": 0.42, "homo_ev": -8.21, "multiplicity": 1, "smiles": "[H]/N=C(\\C)CN(CN)C(=O)O[C@@H](C)F.c1cc[nH]c1.c1cc[nH]c1.c1cc[nH]c1", "species": ["H", "N", "C", "C", "C", "N", "C", "N", "C", "O", "O", "C", "C", "F", "H", "H", "H", "H", "H", "H", "H", "H", "H", "H", "H", "H", "H", "C", "C", "C", "N", "C", "H", "H", "H", "H", "H", "C", "C", "C", "N", "C", "H", "H", "H", "H", "H", "C", "C", "C", "N", "C", "H", "H", "H", "H", "H"], "xyz": [[5.26680, 2.87503, -0.06879], [5.33810, 1.89313, -0.33802], [4.48581, 1.60820, -1.19271], [3.54376, 2.65465, -1.72393], [4.49082, 0.19049, -1.70248], [3.40332, -0.68273, -1.25128], [3.31113, -0.76725, 0.21823], [2.45931, -1.85534, 0.67910], [2.19727, -0.47938, -1.89534], [2.11872, -0.42621, -3.05922], [1.03645, -0.42697, -1.14398], [0.48861, 0.83757, -0.96458], [-0.95641, 0.67738, -0.64387], [1.09655, 1.39093, 0.12562], [2.98541, 3.09328, -0.91312], [4.11419, 3.45013, -2.18294], [2.89605, 2.28037, -2.49889], [5.40613, -0.25081, -1.34772], [4.56425, 0.21974, -2.78053], [4.31081, -0.99506, 0.56432], [3.04094, 0.16720, 0.68942], [1.59434, -1.44230, 0.99983], [2.18414, -2.44630, -0.09749], [0.59759, 1.46631, -1.83685], [-1.54763, 0.40169, -1.50574], [-1.08435, -0.09130, 0.10510], [-1.35719, 1.58027, -0.21173], [-5.20696, 2.90800, 1.82530], [-3.83655, 3.23085, 2.02179], [-3.16175, 2.05356, 2.20257], [-4.07012, 1.03335, 2.12561], [-5.31834, 1.54576, 1.89340], [-6.01656, 3.59750, 1.65422], [-3.39801, 4.21469, 2.02984], [-2.11789, 1.85330, 2.38074], [-3.85239, 0.05949, 2.22732], [-6.17382, 0.89916, 1.79802], [-1.11833, 0.02807, 5.25073], [0.13799, -0.14537, 4.60882], [-0.02796, -1.09159, 3.63370], [-1.33544, -1.49709, 3.66049], [-2.00673, -0.81635, 4.64290], [-1.34244, 0.69648, 6.06480], [1.05816, 0.36466, 4.83938], [0.66820, -1.51161, 2.92813], [-1.73803, -2.18972, 3.05595], [-3.05369, -0.99355, 4.82295], [-1.52678, -4.04470, -4.33515], [-2.55406, -3.06730, -4.26199], [-1.98392, -1.91365, -3.79093], [-0.65634, -2.15717, -3.57430], [-0.36855, -3.45031, -3.90678], [-1.62598, -5.06507, -4.66577], [-3.59059, -3.19574, -4.52580], [-2.40898, -0.94422, -3.59267], [0.00883, -1.48822, -3.22505], [0.63215, -3.83597, -3.81066]], "lowdin_charge": [0.067, 0.159, -0.421, -0.022, -0.107, 0.011, -0.230, 0.045, -0.544, 0.162, 0.024, -0.420, 0.015, 0.041, 0.079, 0.085, 0.066, 0.118, 0.130, 0.117, 0.112, 0.036, 0.077, 0.156, 0.080, 0.087, 0.080, -0.113, -0.110, -0.155, 0.007, -0.143, 0.089, 0.089, 0.105, 0.129, 0.104, -0.108, -0.104, -0.139, 0.002, -0.156, 0.093, 0.092, 0.088, 0.141, 0.106, -0.115, -0.116, -0.147, 0.018, -0.139, 0.088, 0.087, 0.098, 0.104, 0.106]}



Record 3
{"formula": "C34H66Br2NO6", "method": "ωB97M-V/def2-TZVPD", "homo_lumo_gap_ev": 7.38, "lumo_ev": -4.22, "charge": 1, "homo_ev": -11.60, "multiplicity": 1, "species": ["C", "C", "C", "C", "C", "C", "C", "C", "C", "C", "C", "C", "C", "C", "C", "C", "C", "C", "C", "N", "C", "C", "Br", "C", "Br", "H", "H", "H", "H", "H", "H", "H", "H", "H", "H", "H", "H", "H", "H", "H", "H", "H", "H", "H", "H", "H", "H", "H", "H", "H", "H", "H", "H", "H", "H", "H", "H", "H", "H", "H", "H", "H", "H", "H", "H", "H", "H", "O", "C", "O", "C", "C", "C", "H", "H", "H", "H", "H", "H", "H", "H", "O", "C", "O", "C", "C", "C", "H", "H", "H", "H", "H", "H", "H", "H", "O", "C", "O", "C", "C", "C", "H", "H", "H", "H", "H", "H", "H", "H"], "xyz": [[2.22185, 5.76107, 0.76249], [1.57381, 4.62926, -0.09959], [0.35237, 3.91311, 0.58611], [-0.72687, 4.88624, 1.17937], [-2.10995, 4.85667, 0.44065], [-2.78468, 3.44328, 0.37776], [-2.52290, 2.63259, -0.93163], [-2.63315, 3.44996, -2.26886], [-3.10966, 2.60531, -3.48957], [-2.42307, 1.20623, -3.58084], [-0.93913, 1.28123, -4.12908], [-0.24191, -0.05171, -3.63794], [1.30147, -0.09587, -3.92139], [1.98279, -0.88670, -2.73130], [1.21708, -2.19453, -2.32170], [2.14339, -3.11856, -1.43037], [2.59040, -2.43184, -0.08628], [1.77057, -2.87931, 1.17854], [0.23048, -2.79129, 1.03068], [-0.57010, -3.75822, 1.81024], [-1.81001, -3.38720, 1.76787], [-1.98849, -2.03019, 0.97047], [-3.44051, -0.97646, 1.78232], [-0.54688, -1.45907, 1.31885], [0.02923, 0.16177, 0.38465], [1.97309, 5.68108, 1.84714], [1.75160, 6.72569, 0.43267], [3.30853, 5.87989, 0.59671], [2.34369, 3.82598, -0.25643], [1.29366, 4.95620, -1.13120], [-0.06982, 3.20805, -0.16411], [0.74028, 3.28007, 1.42323], [-0.39740, 5.95479, 1.19802], [-0.90223, 4.61793, 2.24865], [-2.79809, 5.51177, 1.03454], [-1.98263, 5.36532, -0.53978], [-3.86296, 3.53959, 0.61829], [-2.34212, 2.84696, 1.22088], [-3.32402, 1.84305, -0.98144], [-1.56195, 2.06641, -0.92864], [-3.24403, 4.35591, -2.07314], [-1.59940, 3.81318, -2.50948], [-2.81729, 3.17053, -4.41214], [-4.22233, 2.51257, -3.55728], [-2.97907, 0.60291, -4.34203], [-2.43474, 0.68472, -2.59568], [-0.91484, 1.32360, -5.24104], [-0.39892, 2.17797, -3.74247], [-0.72271, -0.91939, -4.15490], [-0.47578, -0.10016, -2.54620], [1.75205, 0.92283, -3.90207], [1.46268, -0.58100, -4.90674], [1.95508, -0.20088, -1.85394], [3.02131, -1.18696, -3.00142], [0.28983, -1.91924, -1.76983], [0.90077, -2.74816, -3.24097], [2.97273, -3.56096, -2.01647], [1.47444, -3.97243, -1.13082], [3.65902, -2.70205, 0.09279], [2.57289, -1.31823, -0.12191], [2.08818, -2.24078, 2.04063], [1.99122, -3.95153, 1.37980], [-0.09277, -3.02906, -0.01879], [-0.13107, -4.56837, 2.26287], [-2.58085, -4.00574, 2.26204], [-2.14887, -2.16051, -0.12547], [-0.47394, -1.29929, 2.41554], [-5.80381, 4.06927, 2.63039], [-6.55403, 3.16103, 2.86415], [-6.29348, 1.93841, 2.36928], [-7.00989, 0.76088, 2.75198], [-8.26630, 0.59016, 1.92358], [-7.82833, 3.39070, 3.62982], [-7.21134, 0.75699, 3.82474], [-6.33765, -0.07906, 2.56102], [-8.96192, 1.41603, 2.07553], [-8.77355, -0.34067, 2.18200], [-8.02010, 0.57325, 0.86057], [-8.60140, 3.73207, 2.94093], [-7.64774, 4.16316, 4.37512], [-8.18079, 2.51511, 4.17191], [4.94399, 4.34492, 1.05066], [5.23301, 3.35591, 0.43386], [4.71729, 2.16984, 0.79871], [4.83649, 0.97745, 0.01871], [6.13457, 0.25396, 0.31294], [6.23334, 3.41141, -0.68891], [4.70801, 1.19080, -1.04450], [3.99657, 0.34436, 0.31023], [7.00113, 0.86024, 0.04695], [6.18607, -0.68430, -0.24240], [6.21385, 0.03632, 1.37930], [7.23900, 3.33625, -0.27441], [6.12732, 4.36798, -1.19761], [6.08997, 2.64193, -1.44553], [1.32648, -5.78579, 1.68534], [1.98847, -6.74449, 1.34400], [2.38528, -7.62038, 2.25774], [2.99824, -8.88362, 1.94695], [4.49378, -8.73764, 1.75916], [2.43796, -6.90335, -0.08063], [2.51174, -9.35326, 1.09053], [2.80332, -9.52818, 2.80364], [4.73202, -8.08684, 0.91641], [4.95434, -9.71036, 1.58468], [4.94530, -8.28887, 2.64522], [3.35470, -6.33153, -0.23078], [1.66085, -6.51092, -0.73506], [2.59788, -7.93717, -0.37708]], "lowdin_charge": [-0.118, -0.245, -0.220, -0.200, -0.202, -0.187, -0.235, -0.203, -0.209, -0.217, -0.187, -0.229, -0.183, -0.215, -0.215, -0.182, -0.182, -0.119, -0.303, 0.156, 0.010, -0.624, 0.753, -0.639, 0.876, 0.084, 0.072, 0.049, 0.085, 0.105, 0.059, 0.099, 0.104, 0.109, 0.112, 0.101, 0.097, 0.107, 0.107, 0.027, 0.111, 0.105, 0.112, 0.111, 0.114, 0.082, 0.116, 0.108, 0.121, 0.054, 0.109, 0.112, 0.066, 0.116, 0.062, 0.123, 0.113, 0.091, 0.116, 0.053, 0.134, 0.088, 0.136, 0.157, 0.159, 0.125, 0.113, 0.110, -0.530, -0.013, -0.243, -0.060, 0.013, 0.116, 0.084, 0.071, 0.084, 0.086, 0.100, 0.095, 0.071, 0.101, -0.528, 0.000, -0.238, -0.058, 0.017, 0.114, 0.099, 0.071, 0.078, 0.086, 0.100, 0.096, 0.071, 0.035, -0.493, 0.031, -0.211, -0.056, 0.028, 0.118, 0.129, 0.070, 0.090, 0.089, 0.106, 0.090, 0.080]}



Record 4
{"formula": "C24H34Cl4N6O11P2PbS2", "method": "ωB97M-V/def2-TZVPD", "homo_lumo_gap_ev": 7.80, "lumo_ev": -0.97, "homo_ev": -8.77, "e_above_lowest_kcal_mol": 29.6, "multiplicity": 1, "species": ["Pb", "C", "N", "C", "P", "O", "O", "P", "O", "N", "C", "C", "N", "C", "C", "N", "C", "C", "H", "H", "H", "H", "H", "H", "H", "H", "H", "H", "H", "H", "H", "H", "H", "H", "H", "H", "H", "H", "H", "H", "H", "H", "O", "S", "O", "O", "C", "C", "C", "C", "C", "C", "S", "O", "O", "O", "H", "H", "H", "H", "Cl", "C", "C", "Cl", "C", "Cl", "C", "O", "C", "O", "C", "Cl", "C", "C", "N", "C", "C", "N", "H", "H", "H", "H", "H", "H"], "xyz": [[0.71207, 0.63760, 0.67894], [-5.45942, -0.77975, -1.21413], [-4.23965, -0.86505, -0.42639], [-4.42609, -1.47146, 0.89086], [-3.12147, 0.33966, -0.57400], [-1.98018, 0.12711, 0.33003], [-2.76652, 0.26569, -2.14582], [-1.29932, -0.09117, -2.74478], [-0.19542, 0.69315, -2.16753], [-1.58960, 0.26545, -4.33162], [-2.78705, -0.18925, -5.02310], [-0.40195, 0.25714, -5.18562], [-1.07794, -1.71005, -2.52484], [-2.19470, -2.63936, -2.66687], [-0.06808, -2.16822, -1.56840], [-3.78074, 1.84191, -0.44026], [-4.29526, 2.60190, -1.56924], [-3.40403, 2.66670, 0.70857], [-5.85377, -1.78333, -1.38452], [-5.25984, -0.33266, -2.18735], [-6.22896, -0.18574, -0.70851], [-4.68818, -2.52398, 0.76725], [-5.23113, -0.97926, 1.44667], [-3.50640, -1.40582, 1.46553], [-3.65324, -0.12980, -4.36781], [-2.68605, -1.21609, -5.39370], [-2.96781, 0.46069, -5.88095], [0.47091, 0.56479, -4.61483], [-0.54842, 0.96377, -6.00359], [-0.21998, -0.73647, -5.60928], [-2.94908, -2.24646, -3.34476], [-2.67235, -2.83052, -1.70148], [-1.82872, -3.58283, -3.07494], [0.77476, -1.48304, -1.54988], [0.29058, -3.14934, -1.88637], [-0.48320, -2.26151, -0.55946], [-4.56784, 1.95059, -2.39484], [-3.54825, 3.31526, -1.93356], [-5.18351, 3.15737, -1.26188], [-2.95019, 2.05765, 1.48516], [-4.28869, 3.15930, 1.11621], [-2.68120, 3.43355, 0.41182], [1.59239, 1.52037, 4.51097], [0.94463, 0.24707, 4.29479], [0.06272, -0.21244, 5.33372], [0.28894, 0.15098, 2.96159], [2.29117, -0.94927, 4.24029], [2.14775, -2.04782, 5.07827], [3.17742, -2.95998, 5.24730], [4.37992, -2.77887, 4.58844], [4.53559, -1.70618, 3.72847], [3.49557, -0.79857, 3.54079], [3.92947, 0.45935, 2.34791], [5.00373, 1.21399, 2.89681], [4.48733, -0.38942, 1.17748], [2.77323, 1.18208, 1.86530], [1.21786, -2.15057, 5.61802], [3.04439, -3.80423, 5.91146], [5.19665, -3.47393, 4.73372], [5.46458, -1.56295, 3.19328], [5.43862, -5.14057, 0.27611], [4.64376, -3.63418, 0.12191], [5.23831, -2.63790, -0.79844], [6.60019, -3.12017, -1.73635], [4.71913, -1.41441, -0.91535], [5.33496, -0.23915, -1.98244], [3.54348, -0.95629, -0.06772], [2.76462, -0.10723, -0.58327], [2.82058, -2.11146, 0.67098], [1.70715, -1.91959, 1.10559], [3.50587, -3.40254, 0.80216], [2.74045, -4.58403, 1.78281], [0.39667, 4.15360, -1.23018], [0.70240, 4.21424, 0.22553], [0.68833, 3.21210, 1.07954], [1.02137, 3.73282, 2.31952], [1.22764, 5.06593, 2.20229], [1.02111, 5.35848, 0.86821], [0.28189, 3.12022, -1.55085], [1.19494, 4.61133, -1.81586], [-0.53250, 4.68310, -1.45212], [1.12527, 3.10148, 3.18946], [1.51377, 5.81245, 2.92003], [1.10459, 6.26406, 0.43913]], "lowdin_charge": [1.622, -0.104, -0.302, -0.088, 0.472, -0.360, -0.277, 0.472, -0.320, -0.292, -0.112, -0.097, -0.272, -0.092, -0.097, -0.283, -0.096, -0.081, 0.089, 0.064, 0.089, 0.086, 0.087, 0.079, 0.066, 0.084, 0.088, 0.078, 0.086, 0.087, 0.063, 0.082, 0.090, 0.052, 0.095, 0.086, 0.067, 0.088, 0.088, 0.081, 0.086, 0.082, -0.314, 0.475, -0.303, -0.500, -0.203, -0.044, -0.066, -0.075, -0.065, -0.221, 0.628, -0.217, -0.221, -0.398, 0.111, 0.109, 0.110, 0.121, 0.724, -0.661, -0.684, 0.688, -0.603, 0.786, -0.551, -0.179, -0.331, 0.019, -0.614, 0.757, 0.002, -0.396, -0.004, -0.111, -0.070, 0.095, 0.054, 0.085, 0.079, 0.080, 0.111, 0.157]}